# 1
10
Properties=species:S:1:pos:R:3:forces:R:3 method="wB97M-V/def2-TZVPD" de_lowest_kcal_mol=41.5 lumo_energy_ev=0.7 smiles="NC(=O)N(O)O" energy_ev=-10220.62910
H 1.4468 -1.3993 -0.7168 -1.3778 -1.5402 -1.2396
N -1.0295 -0.0196 -0.4575 4.1876 0.1681 0.1836
N 1.5080 -0.6518 -0.1060 3.2346 2.6898 1.1777
H 2.5310 -0.3854 -0.0704 -1.6086 -0.1971 0.3164
O 0.8101 1.5446 0.2107 1.1432 1.8503 0.7399
H -2.0300 -1.5070 0.4631 1.8565 1.4388 -0.2931
H -1.1458 1.9040 0.2711 0.5546 -1.8736 -0.3009
O -1.1416 -1.0165 0.5575 -1.7872 -1.1166 0.7381
C 0.7006 0.4230 -0.0733 -4.0274 -3.1542 -1.6635
O -1.6495 1.1082 -0.0783 -2.1754 1.7347 0.3414

# 2
9
Properties=species:S:1:pos:R:3:forces:R:3 method="wB97M-V/def2-TZVPD" de_lowest_kcal_mol=40.7 lumo_energy_ev=0.5 smiles="NC(=S)NO" energy_ev=-16963.42356
H -1.3042 -1.4867 0.5563 0.2912 0.7740 -0.8395
N 0.9753 -0.5329 0.4738 -1.8422 1.0658 0.1028
H 1.8450 -0.3021 0.0401 0.3045 0.2592 -0.4584
C -0.1943 0.1276 -0.0536 3.0362 -0.5775 0.8050
S -0.1815 1.6827 -0.5633 0.3157 0.4017 -0.2051
O 0.8056 -1.9137 0.5640 0.5773 -0.9466 0.9472
H -2.1067 -0.1498 -0.2753 0.5103 -0.5724 0.2225
H 1.0570 -2.1672 1.4871 -0.2722 0.5163 -1.0312
N -1.2419 -0.6491 -0.0432 -2.9206 -0.9204 0.4567

# 3
9
Properties=species:S:1:pos:R:3:forces:R:3 method="wB97M-V/def2-TZVPD" de_lowest_kcal_mol=122.9 lumo_energy_ev=0.2 energy_ev=-16959.85892
N -0.4069 -0.8810 1.0452 -2.0262 2.6782 4.8191
H 0.0578 -2.0888 -0.2626 0.6020 2.1435 -1.3110
H 1.1592 -0.2463 -2.0040 -3.5847 0.5712 4.3790
C 0.0160 -0.9272 -0.0836 1.6582 -6.1450 -4.1370
S -0.4859 0.7582 1.5883 -0.4533 -0.4018 2.8478
O -0.4229 1.0892 -1.0902 2.4418 3.3352 -1.1334
H 0.2336 1.9556 -1.1745 -2.5062 -3.2116 0.6571
H -0.5875 0.3367 2.9371 0.1181 0.7239 -1.5075
N 0.4366 0.0036 -0.9557 3.7504 0.3064 -4.6140

# 4
9
Properties=species:S:1:pos:R:3:forces:R:3 method="wB97M-V/def2-TZVPD" de_lowest_kcal_mol=51.6 lumo_energy_ev=0.3 smiles="NC(=S)NO" energy_ev=-16962.95178
S 0.7955 -0.2946 -1.5779 0.4876 -0.0439 -0.1721
O -0.3402 0.5392 2.2084 0.5520 -3.2523 -1.6061
C -0.1067 -0.0857 -0.2032 1.2530 0.9028 -1.1538
H 1.4436 0.5883 1.0667 -1.6849 -0.7945 -0.4175
N 0.4708 0.2061 0.9633 1.3530 0.8183 3.6788
H -1.8124 0.0329 0.7578 -0.1056 0.1419 -1.5531
H -1.9181 -0.0454 -1.0058 -1.1398 -0.1615 -1.8155
N -1.4066 -0.0987 -0.1927 -1.4286 -0.2592 3.9467
H -0.5293 -0.4130 2.5859 0.7133 2.6484 -0.9074

# 5
9
Properties=species:S:1:pos:R:3:forces:R:3 method="wB97M-V/def2-TZVPD" de_lowest_kcal_mol=18.4 lumo_energy_ev=-0.3 smiles="[H]/N=P/NP=C" energy_ev=-22657.71103
H 3.1876 0.5054 0.3004 -1.2470 -0.5424 -0.4217
N -2.7759 0.8463 0.0393 -1.8623 -0.2366 -0.7460
P 0.9830 -0.9901 -0.0185 0.2003 -0.2150 -0.6166
C 2.5698 -0.3945 0.0463 -1.9754 2.1895 0.7522
H -0.6492 0.9164 0.1834 0.5671 1.3499 0.1477
N -0.4775 -0.0304 -0.0580 -0.4670 -2.0962 0.3647
P -2.2285 -0.6046 -0.1297 2.7152 1.4005 -0.0344
H -3.7941 0.9630 -0.2022 1.2513 -0.2901 0.6839
H 3.1848 -1.2116 -0.1609 0.8177 -1.5596 -0.1298

# 6
9
Properties=species:S:1:pos:R:3:forces:R:3 method="wB97M-V/def2-TZVPD" de_lowest_kcal_mol=53.7 lumo_energy_ev=0.8 smiles=N1PC12NP2 energy_ev=-22656.17830
H -1.7018 1.5925 0.9036 2.3401 0.5283 -0.5909
N -0.1711 0.8818 -0.9108 0.5516 0.5813 -3.5522
H 0.6576 0.9213 -1.5975 -1.7892 0.3369 1.5829
P -0.1177 1.7367 0.5819 -2.6634 2.0105 1.7655
C 0.0449 0.0842 0.1893 1.5195 -3.6319 0.8677
P 1.3295 -1.1957 0.2600 -0.0128 -0.0920 0.6663
N -0.4381 -1.2542 0.3887 -1.5248 0.0315 1.2696
H 1.3025 -1.2952 -1.1496 0.1783 -0.3492 -0.1627
H -0.9060 -1.4713 1.3344 1.4007 0.5846 -1.8462

The records above give, respectively, molar mass values of 92.054, 92.123, 92.123, 92.123, 106.005, 106.005 g/mol.